{"formula": "C5H4N2O", "method": "ωB97M-V/def2-TZVPD", "symbols": ["C", "C", "C", "C", "C", "H", "H", "H", "H", "N", "N", "O"], "positions_angstrom": [[-1.781, -0.759, 0.035], [-0.458, -0.380, -0.006], [0.636, -1.257, -0.117], [1.370, 1.318, 0.110], [-0.121, 0.961, 0.044], [-2.306, -1.665, -0.086], [-2.406, 0.195, -0.015], [0.254, -2.266, 0.162], [1.614, 2.340, 0.108], [1.816, -0.877, -0.013], [2.315, 0.464, -0.100], [-0.932, 1.925, -0.121]], "forces_ev_per_angstrom": [[0.894, 4.194, -0.751], [-3.880, -2.395, -0.743], [-1.367, -1.123, 2.021], [-0.537, -1.756, -0.710], [-0.608, 6.589, -0.516], [0.208, -1.203, 0.095], [0.389, -1.561, 0.538], [1.484, -0.056, -0.808], [0.211, 1.285, 0.140], [3.593, -1.228, -0.505], [-2.605, -0.196, 0.562], [2.219, -2.551, 0.677]], "nbo_charge": [-0.181, -0.248, 0.071, 0.019, 0.446, 0.215, 0.234, 0.193, 0.207, -0.254, -0.182, -0.519], "homo_energy_ev": -9.85, "energy_ha": -377.5475, "orbital_gap_ev": 8.06, "relative_energy_kcal_mol": 73.1, "charge": 0}